Record 1
The following is a DFT calculation (the ωB97M-V functional and the def2-TZVPD basis) of C23H44Cl3EuN4O3SSi as an isolated structure at a distorted geometry.

Element x y z (Å)
1 C 2.850 -2.403 -2.751
2 C 2.124 -1.552 -3.720
3 H 2.518 -3.436 -2.859
4 H 2.693 -2.085 -1.718
5 H 3.923 -2.399 -2.989
6 C 1.958 -2.005 -4.993
7 C 2.142 -3.444 -5.357
8 H 1.773 -1.359 -5.859
9 H 1.580 -4.109 -4.689
10 H 3.188 -3.764 -5.354
11 H 1.795 -3.596 -6.381
12 Eu 0.971 0.619 0.621
13 Cl 2.350 0.199 2.850
14 Cl 2.683 2.171 -0.602
15 C 0.005 3.382 1.302
16 O -0.664 2.315 1.363
17 N -0.541 4.576 1.166
18 C -1.974 4.738 0.971
19 C 0.282 5.746 0.955
20 H 1.106 3.374 1.349
21 H -2.528 4.181 1.731
22 H -2.295 4.378 -0.010
23 H -2.136 5.815 1.020
24 H 1.077 5.790 1.708
25 H -0.384 6.614 0.997
26 H 0.778 5.728 -0.023
27 H -1.018 -5.120 4.208
28 H -0.556 -3.456 0.678
29 C -1.768 -4.771 3.501
30 C -1.355 -3.937 1.209
31 N -1.209 -3.755 2.630
32 H -2.624 -4.410 4.078
33 C -0.827 -2.557 3.113
34 O -0.408 -1.608 2.443
35 H -2.290 -3.505 0.877
36 H -0.920 -2.548 4.221
37 H -2.100 -5.591 2.873
38 H -1.349 -4.999 1.002
39 O 1.041 -0.087 -1.960
40 C 1.815 -0.137 -3.224
41 C 0.263 0.266 -5.210
42 C 1.231 0.723 -4.318
43 H -0.172 -0.717 -5.047
44 C -0.085 1.042 -6.312
45 H 2.777 0.276 -2.926
46 C 1.828 1.973 -4.455
47 H -0.787 0.670 -7.050
48 C 0.548 2.274 -6.488
49 C 1.509 2.742 -5.579
50 H 2.583 2.243 -3.699
51 H 0.308 2.938 -7.320
52 H 2.018 3.707 -5.691
53 Si -0.729 -0.069 -1.889
54 Cl -0.366 -2.312 -1.525
55 C -1.844 -0.526 -3.312
56 C -0.831 1.966 -1.927
57 C -1.925 -0.255 -0.392
58 H -1.837 0.128 -4.189
59 H -2.839 -0.465 -2.849
60 H -1.654 -1.579 -3.587
61 H -2.927 -0.263 -0.816
62 H -1.845 0.522 0.356
63 H -1.731 -1.220 0.070
64 H -1.014 2.444 -2.896
65 H 0.120 2.410 -1.582
66 H -1.610 2.323 -1.242
67 C 1.311 -1.068 6.503
68 N 0.612 0.009 5.803
69 C -0.713 0.251 5.823
70 S -1.480 1.180 4.638
71 N -1.432 -0.317 6.850
72 C -1.083 -0.142 8.279
73 H 0.810 -1.281 7.453
74 H 2.340 -0.732 6.701
75 H 1.355 -1.964 5.873
76 H 1.089 0.406 4.987
77 H -2.436 -0.274 6.667
78 H -1.824 0.539 8.739
79 H -1.176 -1.122 8.788
80 H -0.069 0.281 8.393

Summary:
electronic energy	-4126.3449	a.u.
expectation value of S²	15.76
multiplicity	8
charge	-1

---

Record 2
The following is a DFT calculation (the ωB97M-V functional and the def2-TZVPD basis) of C23H44Cl3N4O3SSiV as an isolated structure at a distorted geometry.

Element x y z (Å)
1 C 5.125 0.904 -2.621
2 C 3.930 1.474 -1.934
3 H 5.528 1.592 -3.366
4 H 4.770 0.024 -3.158
5 H 5.971 0.601 -1.993
6 C 3.522 2.747 -2.140
7 C 4.313 3.729 -2.932
8 H 2.511 3.063 -1.934
9 H 4.099 3.611 -3.996
10 H 5.391 3.671 -2.748
11 H 3.961 4.727 -2.657
12 V -1.671 -1.812 1.347
13 Cl -0.124 -2.920 2.589
14 Cl -2.625 -2.681 -0.427
15 H -5.740 -3.823 2.206
16 H -3.756 -6.677 2.431
17 C -5.105 -4.103 1.355
18 C -3.533 -6.046 1.552
19 N -3.842 -4.654 1.818
20 H -4.925 -3.213 0.737
21 C -3.054 -3.890 2.589
22 O -3.397 -2.785 3.045
23 H -2.461 -6.170 1.321
24 H -2.106 -4.401 2.828
25 H -5.572 -4.893 0.760
26 H -4.147 -6.372 0.703
27 H 0.249 2.088 -3.840
28 H 0.479 4.472 -2.399
29 C -0.708 2.613 -3.794
30 C -0.564 4.357 -2.092
31 N -1.022 3.029 -2.440
32 H -1.483 1.966 -4.201
33 C -1.902 2.312 -1.662
34 O -2.101 1.104 -1.798
35 H -0.642 4.525 -1.015
36 H -2.456 2.928 -0.924
37 H -0.598 3.502 -4.412
38 H -1.127 5.141 -2.616
39 O 2.060 -0.060 -1.882
40 C 3.119 0.482 -1.092
41 C 1.359 2.032 -0.184
42 C 2.410 1.143 0.097
43 H 0.919 2.049 -1.195
44 C 0.908 2.895 0.815
45 H 3.760 -0.361 -0.788
46 C 2.694 0.812 1.428
47 H 0.206 3.682 0.557
48 C 1.353 2.722 2.123
49 C 2.150 1.612 2.440
50 H 3.367 -0.036 1.627
51 H 1.065 3.425 2.902
52 H 2.348 1.366 3.486
53 Si 1.857 -1.218 -2.994
54 Cl -0.390 -0.243 0.833
55 C 0.214 -0.600 -3.657
56 C 1.372 -2.705 -1.996
57 C 3.307 -1.669 -3.993
58 H -0.222 0.180 -3.005
59 H -0.474 -1.460 -3.639
60 H 0.310 -0.236 -4.692
61 H 3.633 -0.916 -4.712
62 H 3.064 -2.571 -4.568
63 H 4.146 -1.955 -3.342
64 H 1.796 -2.722 -0.990
65 H 1.734 -3.564 -2.568
66 H 0.287 -2.765 -1.878
67 C -3.895 -0.505 5.422
68 N -3.464 0.524 4.461
69 C -2.423 0.215 3.623
70 S -2.909 0.125 1.976
71 N -1.202 0.027 4.113
72 C -0.793 0.491 5.435
73 H -3.162 -0.544 6.230
74 H -3.965 -1.492 4.943
75 H -4.874 -0.175 5.785
76 H -4.271 0.842 3.916
77 H -0.479 -0.393 3.517
78 H -0.409 -0.359 6.008
79 H -0.019 1.261 5.354
80 H -1.678 0.927 5.904

Summary:
electronic energy	-4359.9111	a.u.
expectation value of S²	2.02
multiplicity	3
relative energy (zero: lowest compared OMol25 entry of this formula, charge and spin)	0.00	kcal per mole